# 1
C3H4ClNO2 | wB97M-V/def2-TZVPD

```
11
C3H4ClNO2, DFT wB97M-V/def2-TZVPD
C -1.3381 0.1650 1.3214
C 1.5901 -0.2105 -0.2850
C -0.9589 0.1685 -0.0533
N -1.2203 0.4356 -1.1636
O -0.6139 0.0256 2.2668
O -1.1973 0.6423 -2.3236
Cl 0.9036 -1.8442 -0.4450
H -2.4290 0.3410 1.4301
H 1.3528 0.3781 -1.1615
H 2.6711 -0.3391 -0.2245
H 1.2400 0.2376 0.6381
```

Output
LUMO level (spin up / spin down): -0.0179 / -0.0179 Eh
SMILES: O=CC#[N+][O-].CCl
Gap between HOMO and LUMO (spin up / spin down): 9.72 / 9.72 eV

Results of the Mulliken charge analysis, in e, for atoms 1 through 4:
1 C -0.034
2 C -0.609
3 C 0.198
4 N 0.556


# 2
C3H4ClNOS | wB97M-V/def2-TZVPD

```
11
C3H4ClNOS, DFT wB97M-V/def2-TZVPD
C -0.7769 -0.0342 0.0557
C 0.3372 -0.3955 -0.8724
C 0.8189 -1.6188 -0.9553
H 0.7154 2.2039 1.5432
H -1.5843 1.0277 1.3664
H 1.0901 0.4690 -1.3062
H 1.8503 -1.7225 -1.4313
N -1.0617 1.2465 0.3285
O -1.4431 -0.8156 0.8295
S -0.1930 2.7215 0.4377
Cl 0.2471 -3.0821 0.0041
```

Output
LUMO level: -0.0055 Eh
SMILES: O=C(/C=C\Cl)NS
Gap between HOMO and LUMO: 9.79 eV

Results of the Mulliken charge analysis, in e, for atoms 1 through 4:
1 C 0.789
2 C -0.351
3 C -0.179
4 H 0.160


Q: Number 2 is which compound?
A: C3H4ClNOS